a) A 2-piece molecular cluster, C4H13N2 overall. Source: the Open Molecules 2025 dataset; level of theory: ωB97M-V with the def2-TZVPD basis set.

Positions of all 19 atoms, in Å:
H1 0.562 -1.362 0.603
H2 3.268 -1.151 -0.003
H3 -3.452 0.637 1.630
H4 -2.330 1.571 0.536
H5 1.160 0.517 -1.453
H6 3.347 0.198 -1.165
C1 -2.874 -0.321 -0.374
H7 3.047 1.657 0.517
N1 2.713 0.742 0.789
H8 1.316 -1.226 -1.641
C2 1.315 -0.424 -0.862
C3 2.743 -0.235 -0.329
C4 -2.646 0.593 0.834
H9 1.863 0.768 1.301
H10 -3.474 0.095 -1.179
H11 -1.725 0.213 1.316
H12 -1.862 -0.544 -0.737
H13 -3.296 -1.248 0.037
N2 0.324 -0.481 0.179

Computed properties:
LUMO level: -0.3457 Eh
Frontier orbital gap: 5.412 eV
Highest occupied orbital energy: -14.82 eV
Charge: +1

***

b) An isolated ion of composition C4H13N2 and charge +1. Source: the Open Molecules 2025 dataset; level of theory: ωB97M-V with the def2-TZVPD basis set.

Positions of all 19 atoms, in Å:
H1 -1.474 2.128 -0.069
C1 -0.720 -0.644 -0.272
H2 -2.411 -0.544 1.071
H3 0.440 0.489 1.281
H4 3.051 0.795 -1.211
H5 1.938 -1.805 -0.038
H6 -2.868 -0.471 -0.545
C2 -2.073 -0.114 0.130
H7 0.360 -1.303 1.527
H8 1.658 1.209 -0.612
H9 2.569 -0.514 1.011
N1 -1.892 1.320 0.376
C3 1.838 -0.753 0.187
H10 -0.532 -0.055 -1.213
H11 -2.783 1.752 0.606
H12 -0.403 -1.673 -0.484
C4 0.466 -0.484 0.773
H13 1.732 0.143 -1.872
N2 2.144 0.389 -0.979

Computed properties:
LUMO level: -0.1365 Eh
SMILES: NCCCC[NH3+]
Frontier orbital gap: 8.647 eV
Highest occupied orbital energy: -12.36 eV
Charge: +1

***

c) A 2-piece molecular cluster, C4H13N2 overall. Source: the Open Molecules 2025 dataset; level of theory: ωB97M-V with the def2-TZVPD basis set.

Positions of all 19 atoms, in Å:
N1 -0.923 -1.599 -1.273
H1 -1.426 -2.394 -1.751
H2 2.958 0.912 0.485
C1 -1.619 0.404 1.883
H3 2.237 -0.089 -1.918
H4 1.212 1.452 0.620
H5 -2.520 -0.209 2.165
H6 -0.044 -1.300 -1.558
H7 -1.850 1.492 1.744
C2 1.699 0.737 -1.401
H8 -0.815 0.305 2.635
H9 1.602 -0.327 0.533
H10 2.097 1.734 -1.743
N2 -1.076 -0.097 0.571
C3 1.883 0.681 0.136
H11 -2.325 -1.627 0.333
C4 -1.448 -1.159 -0.106
H12 -0.227 0.382 0.336
H13 0.587 0.699 -1.692

Computed properties:
LUMO level: -0.1294 Eh
Frontier orbital gap: 11.761 eV
Highest occupied orbital energy: -15.28 eV
Charge: +1

***

Which of them is the most stable? Correct choice: c).

***

a) A single C3H3ClFN molecule. Source: the Open Molecules 2025 dataset; level of theory: ωB97M-V with the def2-TZVPD basis set.

Positions of all 9 atoms, in Å:
H1 1.363 -0.470 -0.414
Cl1 0.594 0.132 2.106
F1 0.170 0.550 -1.725
H2 -1.231 0.940 0.659
C1 -0.447 -1.338 -0.556
C2 0.371 -0.058 -0.496
N1 -0.900 -2.404 -0.548
C3 -0.119 0.806 0.615
H3 0.200 1.841 0.359

Computed properties:
LUMO level: 0.0236 Eh
SMILES: N#C[C@@H](F)CCl
Frontier orbital gap: 12.312 eV
Highest occupied orbital energy: -11.67 eV

***

b) A single C3H3ClFN molecule. Source: the Open Molecules 2025 dataset; level of theory: ωB97M-V with the def2-TZVPD basis set.

Positions of all 9 atoms, in Å:
H1 -0.095 0.914 -1.239
N1 2.479 -0.489 0.190
F1 -0.308 -1.442 -0.378
C1 1.497 -0.087 -0.247
C2 -0.811 -0.459 0.288
H2 0.371 1.547 0.298
C3 0.169 0.631 -0.318
H3 -0.643 -0.393 1.456
Cl1 -2.660 -0.223 -0.050

Computed properties:
LUMO level: 0.0244 Eh
SMILES: N#CC[C@H](F)Cl
Frontier orbital gap: 12.227 eV
Highest occupied orbital energy: -11.56 eV

***

Which of them is the most stable? Correct choice: a).

***

a) A 2-piece molecular cluster, C3H7NOSi overall. Source: the Open Molecules 2025 dataset; level of theory: ωB97M-V with the def2-TZVPD basis set.

Positions of all 13 atoms, in Å:
H1 -1.540 -0.058 -1.379
H2 3.065 -0.550 -0.171
O1 0.817 -0.174 -0.731
H3 1.240 0.107 1.452
C1 -1.450 -0.805 0.577
Si1 1.996 0.452 0.249
H4 -2.468 -0.858 0.493
H5 2.236 2.019 0.189
N1 -1.137 2.827 -0.116
C2 -1.083 0.334 -0.442
H6 -0.969 -1.757 0.359
H7 -1.066 -0.549 1.567
C3 -1.026 1.701 -0.368

Computed properties:
LUMO level (alpha / beta): -0.0344 / -0.0343 Eh
Frontier orbital gap (alpha / beta): 9.099 / 9.099 eV
Highest occupied orbital energy (alpha / beta): -10.03 / -10.03 eV

***

b) A 2-piece molecular cluster, C3H7NOSi overall. Source: the Open Molecules 2025 dataset; level of theory: ωB97M-V with the def2-TZVPD basis set.

Positions of all 13 atoms, in Å:
H1 -1.452 2.097 -2.624
H2 1.684 -1.193 1.716
H3 0.533 -1.946 -0.274
N1 -2.483 3.334 -1.093
C1 0.641 -1.435 1.779
O1 0.494 0.911 -2.072
H4 -0.878 -1.292 0.249
H5 0.483 -2.457 1.921
C2 0.148 -1.236 0.319
Si1 0.717 0.397 -0.650
H6 0.114 -0.700 2.422
C3 -1.953 2.642 -1.857
H7 1.952 0.878 0.165

Computed properties:
LUMO level: -0.0167 Eh
SMILES: CC[SiH]=O.C#N
Frontier orbital gap: 10.025 eV
Highest occupied orbital energy: -10.48 eV

***

Which of them is the most stable? Correct choice: b).

***

a) C29H30N7O5PSeTeY as an isolated structure. Source: the Open Molecules 2025 dataset; level of theory: ωB97M-V with the def2-TZVPD basis set.

Positions of all 75 atoms, in Å:
H1 4.146 -1.675 -5.147
H2 3.194 -3.402 -3.563
H3 -4.830 -4.664 0.901
Te1 2.722 0.371 -0.311
C1 -3.811 -4.616 0.529
H4 -3.172 -5.237 1.152
N1 -2.069 1.450 -0.676
H5 3.110 -2.847 -5.974
H6 -5.157 3.570 -1.597
O1 0.644 -2.109 1.093
C2 0.088 0.662 -2.458
N2 -0.084 2.404 0.883
C3 -3.149 -1.108 1.086
C4 4.193 -3.222 -0.610
C5 3.124 -2.042 -5.238
H7 4.334 -3.031 0.454
H8 2.735 -3.734 2.617
H9 0.764 0.663 6.503
H10 -0.351 1.351 4.409
N3 -2.676 6.402 1.647
C6 1.615 -1.961 4.574
C7 0.856 2.797 1.733
O2 -0.318 0.045 2.208
O3 0.661 -1.836 -1.540
C8 -2.478 5.237 1.098
C9 -3.908 -2.206 1.328
H11 6.185 -2.948 -1.234
C10 -1.157 3.186 0.721
H12 1.180 -4.412 3.068
N4 0.349 0.757 -3.580
C11 -2.978 0.995 -1.533
H13 4.268 -4.295 -0.773
H14 1.632 -4.300 1.343
H15 2.504 -1.230 -5.620
C12 0.283 -0.362 3.295
H16 1.692 2.122 1.873
H17 2.033 -1.479 6.614
H18 -3.795 -4.980 -0.495
C13 -0.286 4.819 2.237
Se1 -4.220 7.009 0.981
H19 -3.237 -0.119 1.503
H20 -0.382 5.770 2.746
C14 1.001 -1.576 3.364
Y1 -0.104 -0.171 0.074
H21 1.566 -2.841 -3.962
P1 2.160 -1.618 -1.496
C15 0.213 0.427 4.463
O4 2.808 -2.914 -0.888
C16 -4.291 2.965 -1.357
H22 -2.814 -0.001 -1.925
H23 -1.685 -3.289 -0.757
C17 0.833 0.032 5.624
C18 2.615 -2.547 -3.914
C19 1.689 -3.813 2.312
H24 5.023 -2.566 -2.508
H25 -4.805 1.297 -2.614
C20 1.075 -2.444 2.203
C21 -1.290 4.410 1.366
H26 5.284 -1.427 -1.183
N5 -3.370 -3.221 0.560
C22 5.218 -2.483 -1.438
H27 -4.759 -2.366 1.967
C23 -2.230 2.681 -0.171
H28 1.599 4.263 3.109
H29 0.662 0.764 -4.528
N6 -4.499 5.564 -0.033
C24 -4.100 1.720 -1.912
C25 -2.320 -2.712 -0.101
C26 0.799 3.998 2.432
N7 -2.160 -1.434 0.178
C27 -3.342 3.461 -0.470
C28 1.549 -1.175 5.696
H30 2.156 -2.897 4.616
C29 -3.483 4.776 0.175
O5 2.755 -1.462 -2.956

Computed properties:
LUMO level: -0.1049 Eh
Frontier orbital gap: 7.191 eV
Highest occupied orbital energy: -10.05 eV
Charge: +1

***

b) C29H30N7O5PSeTeY as an isolated structure. Source: the Open Molecules 2025 dataset; level of theory: ωB97M-V with the def2-TZVPD basis set.

Positions of all 75 atoms, in Å:
C1 4.049 -3.225 2.798
C2 2.412 -2.095 1.355
Te1 -2.452 0.753 1.378
C3 -1.135 -2.330 0.142
P1 -2.920 0.336 -0.916
C4 -5.712 1.810 -0.625
H1 3.174 5.155 2.795
H2 1.687 6.748 1.606
N1 1.009 -0.380 2.279
C5 2.484 4.789 2.045
H3 1.562 -2.490 -1.765
H4 3.934 0.861 -4.165
H5 -6.442 2.571 -0.348
O1 -1.688 -0.161 -1.629
C6 1.545 1.105 -5.645
C7 3.008 -3.725 -0.757
H6 -6.160 1.181 -1.395
H7 0.978 1.135 5.271
H8 -6.407 -1.861 -1.525
C8 -5.571 -2.264 -2.096
H9 3.473 0.070 -1.573
C9 -4.464 2.500 -1.139
H10 -1.628 4.957 -1.147
C10 3.678 -3.918 0.429
C11 1.546 2.926 0.795
H11 0.147 5.922 -0.099
C12 3.019 0.613 -3.656
C13 2.775 0.213 -2.380
O2 -0.364 2.181 -1.185
H12 -4.001 3.092 -0.347
H13 -4.899 -0.365 -2.867
C14 0.786 5.221 0.422
H14 -5.939 -2.598 -3.066
O3 -4.099 -0.740 -0.984
H15 -4.716 3.160 -1.967
C15 0.867 0.317 -3.378
N2 4.374 -2.532 4.997
C16 2.011 -1.249 2.487
C17 1.647 5.693 1.375
H16 0.766 0.494 -6.093
O4 1.533 1.646 0.575
H17 -0.097 1.168 3.045
H18 -5.506 1.206 0.256
C18 2.666 -1.345 3.720
N3 -1.725 -3.322 0.214
C19 2.086 -2.689 -0.839
C20 -0.953 4.371 -1.773
O5 -3.441 1.631 -1.694
C21 0.683 0.449 3.261
C22 0.704 3.848 0.108
N4 1.422 0.022 -2.217
C23 -0.187 3.383 -0.931
N5 1.801 -1.883 0.177
Y1 0.144 0.128 -0.115
H19 -2.291 -4.143 0.268
H20 -0.194 0.295 -3.573
H21 2.790 -0.550 5.705
H22 -5.166 -3.121 -1.559
H23 2.454 0.994 -6.228
H24 1.236 2.149 -5.665
N6 1.795 0.671 -4.280
H25 -3.637 -1.606 -2.814
C24 2.288 -0.483 4.749
H26 4.425 -4.693 0.547
C25 3.382 -3.093 1.513
C26 3.709 -2.344 3.885
C27 -4.510 -1.207 -2.293
H27 -1.536 3.817 -2.503
C28 1.293 0.435 4.510
H28 3.197 -4.349 -1.619
N7 4.978 -4.112 3.051
H29 3.089 2.743 2.266
C29 2.440 3.448 1.760
H30 -0.280 5.066 -2.276
Se1 5.522 -3.840 4.707

Computed properties:
LUMO level: -0.1093 Eh
Frontier orbital gap: 7.047 eV
Highest occupied orbital energy: -10.02 eV
Charge: +1

***

Which of them is the most stable? Correct choice: b).